[1]
{
  "formula": "C7H10NP",
  "method": "ωB97M-V/def2-TZVPD",
  "elements": ["C", "C", "C", "C", "C", "C", "C", "N", "P", "H", "H", "H", "H", "H", "H", "H", "H", "H", "H"],
  "xyz": [[0.072, -1.385, -2.459], [1.314, -1.066, -1.912], [-1.144, -1.073, -1.839], [1.321, -0.321, -0.742], [-1.093, -0.332, -0.639], [0.112, -0.113, -0.008], [-1.086, 0.138, 2.705], [-0.109, 2.475, 1.534], [0.103, 0.813, 1.661], [0.155, -1.948, -3.346], [2.246, -1.243, -2.395], [-2.003, -1.259, -2.363], [2.202, -0.309, -0.099], [-1.952, -0.123, -0.151], [-1.206, 0.355, 3.735], [-1.172, -1.028, 2.446], [0.675, 3.070, 1.270], [-0.916, 2.567, 0.933], [2.481, 0.783, 1.668]],
  "forces_ev_per_a": [[0.33, -0.01, 0.72], [-1.26, 1.60, 0.82], [3.40, 1.38, 0.79], [-0.71, -1.68, 2.46], [1.74, -2.02, -1.64], [1.04, 1.68, -0.19], [1.63, -2.64, -3.03], [0.12, -0.53, -0.05], [1.37, -1.45, 0.11], [-0.61, -0.57, -1.12], [0.41, -0.50, -0.42], [-2.22, -0.55, -0.81], [0.30, 0.79, -0.56], [-2.80, 0.81, 1.45], [-0.14, 0.61, 0.68], [0.13, 2.64, 0.67], [-0.20, -0.51, -0.05], [-0.13, 0.74, 0.01], [-2.39, 0.19, 0.17]],
  "mulliken_charge": [-0.277, -0.490, -0.728, -0.425, -0.321, 0.556, -0.787, -0.549, 0.041, 0.367, 0.386, 0.440, 0.097, 0.544, 0.335, 0.193, 0.312, 0.278, 0.027],
  "multiplicity": 1,
  "e_lumo_ev": [-0.18, -0.19],
  "gap_ev": [7.5, 7.5]
}

=====

[2]
{
  "formula": "C7H10NS2",
  "method": "ωB97M-V/def2-TZVPD",
  "elements": ["C", "C", "C", "C", "C", "C", "C", "N", "S", "S", "H", "H", "H", "H", "H", "H", "H", "H", "H", "H"],
  "xyz": [[-1.609, -1.115, 0.492], [-0.493, 1.524, -0.363], [-0.287, -1.079, 0.623], [0.375, 0.779, 0.237], [-2.434, 0.075, 0.255], [-1.866, 1.070, -0.792], [2.842, 0.261, -0.655], [0.673, -1.965, 0.853], [2.105, 1.163, 0.532], [4.533, 0.098, -0.759], [-2.069, -2.032, 0.860], [-0.227, 2.590, -0.730], [-3.341, -0.263, -0.306], [-2.581, 0.411, 1.317], [-2.535, 2.039, -0.871], [-1.893, 0.595, -1.752], [2.372, 0.113, -1.641], [1.170, -1.937, 1.731], [0.455, -2.880, 0.526], [4.810, 0.555, 0.441]],
  "forces_ev_per_a": [[1.99, -0.83, 0.57], [-0.42, 3.36, -2.57], [-0.50, 4.47, -0.78], [0.37, -4.39, 1.32], [-1.34, 0.09, -1.30], [-0.96, 2.10, 2.53], [0.92, 1.44, -0.76], [1.33, -0.59, 0.09], [-1.22, -0.91, -0.07], [-0.71, -0.58, -0.68], [-0.16, 0.04, -0.29], [-0.20, -1.72, 0.73], [0.05, 0.23, 1.42], [-0.60, 0.61, -1.30], [1.13, -2.06, 0.20], [0.37, -0.21, -0.64], [-0.31, -0.61, 0.79], [-0.10, 0.00, 0.01], [0.13, -0.72, -0.13], [0.23, 0.29, 0.85]],
  "mulliken_charge": [-0.426, -0.255, 0.342, 0.028, -0.626, -0.592, 0.012, -0.398, 0.019, 0.025, 0.400, 0.267, 0.318, 0.284, 0.303, 0.315, 0.321, 0.246, 0.237, 0.180],
  "total_charge": 1,
  "multiplicity": 1,
  "e_lumo_ev": [-5.61, -5.61],
  "gap_ev": [6.4, 6.4]
}

=====

Please write out number 2 again, unchanged.
{
  "formula": "C7H10NS2",
  "method": "ωB97M-V/def2-TZVPD",
  "elements": ["C", "C", "C", "C", "C", "C", "C", "N", "S", "S", "H", "H", "H", "H", "H", "H", "H", "H", "H", "H"],
  "xyz": [[-1.609, -1.115, 0.492], [-0.493, 1.524, -0.363], [-0.287, -1.079, 0.623], [0.375, 0.779, 0.237], [-2.434, 0.075, 0.255], [-1.866, 1.070, -0.792], [2.842, 0.261, -0.655], [0.673, -1.965, 0.853], [2.105, 1.163, 0.532], [4.533, 0.098, -0.759], [-2.069, -2.032, 0.860], [-0.227, 2.590, -0.730], [-3.341, -0.263, -0.306], [-2.581, 0.411, 1.317], [-2.535, 2.039, -0.871], [-1.893, 0.595, -1.752], [2.372, 0.113, -1.641], [1.170, -1.937, 1.731], [0.455, -2.880, 0.526], [4.810, 0.555, 0.441]],
  "forces_ev_per_a": [[1.99, -0.83, 0.57], [-0.42, 3.36, -2.57], [-0.50, 4.47, -0.78], [0.37, -4.39, 1.32], [-1.34, 0.09, -1.30], [-0.96, 2.10, 2.53], [0.92, 1.44, -0.76], [1.33, -0.59, 0.09], [-1.22, -0.91, -0.07], [-0.71, -0.58, -0.68], [-0.16, 0.04, -0.29], [-0.20, -1.72, 0.73], [0.05, 0.23, 1.42], [-0.60, 0.61, -1.30], [1.13, -2.06, 0.20], [0.37, -0.21, -0.64], [-0.31, -0.61, 0.79], [-0.10, 0.00, 0.01], [0.13, -0.72, -0.13], [0.23, 0.29, 0.85]],
  "mulliken_charge": [-0.426, -0.255, 0.342, 0.028, -0.626, -0.592, 0.012, -0.398, 0.019, 0.025, 0.400, 0.267, 0.318, 0.284, 0.303, 0.315, 0.321, 0.246, 0.237, 0.180],
  "total_charge": 1,
  "multiplicity": 1,
  "e_lumo_ev": [-5.61, -5.61],
  "gap_ev": [6.4, 6.4]
}